Entry 1:
The molecule C8H13N3O6 at a distorted geometry, computed with the ωB97M-V functional and the def2-TZVPD basis.

Output
energy above the lowest of the compared OMol25 structures with the same formula, charge and spin	3.051	eV
Kohn-Sham gap	9.499	eV
HOMO level	-9.57	eV
net charge	0
structure (SMILES)	NC(=O)C[C@H](N)C(=O)N[C@@H](CC(=O)O)C(=O)O

CARTESIAN COORDINATES (ANGSTROEM)
C 1.276 -0.991 0.302
C 0.038 -0.747 1.050
C 2.326 0.201 0.282
C 3.660 -0.060 -0.405
C -2.341 -0.553 0.732
C -3.348 -1.054 -0.319
C -2.476 1.081 0.802
C -1.709 1.960 -0.181
H 1.587 -1.418 -1.647
H 0.761 -2.645 -0.917
H 1.844 -1.824 0.777
H 1.969 1.046 -0.302
H 2.508 0.570 1.393
H 5.531 0.267 -0.192
H 4.583 1.092 1.070
H -0.803 -0.866 -0.616
H -2.584 -1.078 1.584
H -2.329 1.501 1.821
H -3.484 1.174 0.655
H -1.840 2.620 -2.182
H -2.919 0.435 -1.409
N 0.779 -1.634 -1.124
N 4.638 0.678 0.147
N -1.046 -0.826 0.363
O -0.032 -0.467 2.286
O 3.800 -0.730 -1.400
O -3.995 -2.048 -0.075
O -0.951 2.779 0.395
O -1.888 1.852 -1.488
O -3.552 -0.314 -1.402

Results of the natural (NBO) charge analysis, in e, for atoms 1 through 2: C -0.1235; C 0.6277

***

Entry 2:
A cluster of 2 separate species, C4H4 in total at a distorted geometry, computed with the ωB97M-V functional and the def2-TZVPD basis.

Output
energy above the lowest of the compared OMol25 structures with the same formula, charge and spin	4.094	eV
Kohn-Sham gap	11.216	eV
HOMO level	-10.65	eV
net charge	0

CARTESIAN COORDINATES (ANGSTROEM)
C -2.001 -0.284 -0.518
C -1.432 0.224 0.426
C 1.828 0.149 0.194
C 2.307 0.504 -0.937
H -2.362 -0.677 -1.413
H 1.185 0.332 1.042
H 1.734 -0.880 -0.255
H -1.259 0.632 1.461

Results of the natural (NBO) charge analysis, in e, for atoms 1 through 2: C -0.2103; C -0.2708

***

Entry 3:
A cluster of 3 separate species, C3H11NO3 in total at a distorted geometry, computed with the ωB97M-V functional and the def2-TZVPD basis.

Output
energy above the lowest of the compared OMol25 structures with the same formula, charge and spin	2.070	eV
Kohn-Sham gap	9.962	eV
HOMO level	-9.50	eV
net charge	0
structure (SMILES)	CCC(N)=O.O.O

CARTESIAN COORDINATES (ANGSTROEM)
C 1.122 0.827 -1.783
C -0.375 0.558 -1.862
C -1.183 -0.368 -0.767
N -0.783 0.062 0.452
O -1.974 -1.282 -1.076
H 1.516 1.232 -2.650
H 1.461 1.470 -0.909
H 1.851 -0.058 -1.516
H -0.513 -0.057 -2.825
H -0.821 1.571 -1.646
H -0.534 1.002 0.700
H -1.345 -0.374 1.179
H -3.527 -2.091 2.063
H -1.959 -2.480 2.202
O -2.538 -1.723 2.185
H 2.684 0.414 1.638
H 3.376 0.597 2.795
O 3.541 0.701 1.820

Results of the natural (NBO) charge analysis, in e, for atoms 1 through 2: C -0.6151; C -0.5228

***

Entry 4:
A structure of composition C22H20HgNO7Sb, computed with the ωB97M-V functional and the def2-TZVPD basis.

Output
Kohn-Sham gap (alpha / beta)	6.588 / 7.532	eV
HOMO level (alpha / beta)	-4.02 / -5.65	eV
multiplicity	2
net charge	-1

CARTESIAN COORDINATES (ANGSTROEM)
Hg 0.457 0.671 -1.471
O -3.978 0.274 1.091
C -2.702 0.066 0.692
O -2.432 -0.506 -0.326
C -1.742 0.681 1.676
O -0.430 0.334 1.351
C 0.527 1.219 1.921
C 1.941 0.986 1.356
O 2.857 1.461 2.025
O 2.030 0.331 0.269
H -4.537 -0.097 0.394
H -2.023 0.349 2.684
H -1.892 1.765 1.612
H 0.563 1.088 3.008
H 0.242 2.256 1.705
O -1.084 2.516 -0.576
N -0.794 3.380 -1.422
O 0.085 3.066 -2.235
C -0.496 -7.270 -1.248
C -0.461 -6.993 0.114
C -0.219 -5.700 0.554
C -0.005 -4.661 -0.352
C -0.047 -4.954 -1.713
C -0.289 -6.249 -2.162
Sb 0.350 -2.609 0.257
C -1.019 -2.807 1.916
C -0.654 -2.659 3.250
C -1.601 -2.760 4.264
C -2.929 -3.014 3.956
C -3.306 -3.168 2.629
C -2.358 -3.061 1.621
C 2.126 -3.067 1.378
C 2.663 -2.117 2.245
C 3.854 -2.351 2.917
C 4.536 -3.544 2.723
C 4.024 -4.493 1.851
C 2.830 -4.254 1.181
H -0.686 -8.279 -1.593
H -0.624 -7.787 0.833
H -0.198 -5.495 1.619
H 0.109 -4.163 -2.438
H -0.317 -6.456 -3.225
H 0.380 -2.470 3.513
H -1.296 -2.640 5.297
H -3.667 -3.091 4.745
H -4.341 -3.369 2.378
H -2.671 -3.174 0.587
H 2.167 -1.165 2.386
H 4.258 -1.587 3.568
H 5.471 -3.726 3.239
H 4.556 -5.422 1.683
H 2.449 -5.007 0.501

Results of the natural (NBO) charge analysis, in e, for atoms 1 through 2: Hg 0.7210; O -0.6918

***

Entry 5:
A structure of composition C25H36OP2ScSi at a distorted geometry, computed with the ωB97M-V functional and the def2-TZVPD basis.

Output
energy above the lowest of the compared OMol25 structures with the same formula, charge and spin	0.000	eV
Kohn-Sham gap	6.145	eV
HOMO level	-9.57	eV
net charge	+1

CARTESIAN COORDINATES (ANGSTROEM)
Sc -0.946 -2.360 -0.164
H 0.707 -1.317 -0.982
H 1.037 -1.473 -0.273
P -1.806 -1.407 -2.380
P 0.417 -2.910 1.959
C -0.084 -2.364 3.625
H 0.360 -3.033 4.372
H 0.247 -1.333 3.808
H -1.181 -2.400 3.702
C 0.177 -4.722 2.074
H 0.674 -5.218 1.227
H 0.597 -5.092 3.017
H -0.900 -4.949 2.031
C 2.227 -2.722 2.071
H 2.498 -1.665 2.177
H 2.596 -3.281 2.943
H 2.690 -3.118 1.159
C -2.648 -2.919 -2.993
H -3.173 -2.687 -3.928
H -1.910 -3.713 -3.177
H -3.365 -3.274 -2.238
C -3.119 -0.154 -2.584
H -2.691 0.856 -2.541
H -3.620 -0.302 -3.550
H -3.859 -0.263 -1.774
C -0.752 -0.978 -3.805
H 0.089 -1.680 -3.869
H -1.346 -1.036 -4.730
H -0.345 0.034 -3.692
C -1.007 -0.295 0.690
O -1.868 -0.332 1.561
H -2.423 -2.959 0.420
C 3.402 0.607 3.463
C 2.057 0.742 3.821
C 1.096 1.020 2.845
C 1.472 1.166 1.502
C 2.836 1.172 1.175
C 3.790 0.832 2.140
Si 0.146 1.248 0.208
C -1.050 2.652 0.478
C -2.408 2.443 0.204
C -3.357 3.420 0.532
C -2.950 4.622 1.124
C -1.589 4.860 1.347
C -0.638 3.885 1.011
C 0.916 1.323 -1.483
C 0.476 2.310 -2.391
C 1.058 2.423 -3.659
C 2.072 1.544 -4.049
C 2.518 0.562 -3.160
C 1.980 0.489 -1.878
H 4.147 0.343 4.219
H 1.754 0.631 4.864
H 0.045 1.129 3.130
H 3.156 1.437 0.167
H 4.842 0.750 1.852
H -2.742 1.507 -0.246
H -4.414 3.229 0.333
H -3.697 5.368 1.405
H -1.266 5.804 1.788
H 0.426 4.078 1.181
H -0.306 3.009 -2.080
H 0.723 3.207 -4.331
H 2.526 1.628 -5.042
H 3.305 -0.139 -3.450
H 2.407 -0.235 -1.179

Results of the natural (NBO) charge analysis, in e, for atoms 1 through 2: Sc 1.4866; H -0.0086

***

Entry 6:
A cluster of 6 separate species, C6H12Cl12 in total, computed with the ωB97M-V functional and the def2-TZVPD basis.

Output
energy above the lowest of the compared OMol25 structures with the same formula, charge and spin	0.135	eV
Kohn-Sham gap	10.998	eV
HOMO level	-10.68	eV
net charge	0
structure (SMILES)	ClCCl.ClCCl.ClCCl.ClCCl.ClCCl.ClCCl

CARTESIAN COORDINATES (ANGSTROEM)
C 3.167 -0.544 -3.395
Cl 4.867 -0.659 -3.915
Cl 2.459 1.016 -3.874
H 2.564 -1.263 -3.932
H 3.126 -0.662 -2.322
C 3.700 2.120 0.668
Cl 4.168 1.362 2.218
Cl 4.633 1.381 -0.628
H 2.642 1.989 0.487
H 4.004 3.159 0.713
C 0.958 -1.910 2.848
Cl 0.194 -1.938 4.464
Cl 2.702 -1.685 3.009
H 0.746 -2.825 2.306
H 0.575 -1.066 2.287
C -0.212 0.150 -1.201
Cl 0.109 0.827 0.426
Cl 0.641 -1.398 -1.345
H -1.271 -0.061 -1.312
H 0.082 0.810 -2.010
C -3.163 0.577 2.012
Cl -4.433 1.810 1.769
Cl -3.867 -0.799 2.881
H -2.827 0.176 1.064
H -2.365 1.023 2.591
C -4.789 -0.329 -1.101
Cl -4.185 1.190 -1.734
Cl -3.525 -1.593 -1.249
H -5.057 -0.168 -0.062
H -5.642 -0.689 -1.664

Results of the natural (NBO) charge analysis, in e, for atoms 1 through 2: C -0.3841; Cl -0.0272